Record 1
Computed, not measured: a cluster of 2 separate species, BrH2PS2 in total, with ωB97M-V/def2-TZVPD.

The geometry in XYZ format:
```
6
Properties=species:S:1:pos:R:3:forces:R:3
S 2.153 -0.257 -2.186 -1.28 1.22 -0.61
P 0.731 0.948 -2.779 1.63 -1.17 0.54
Br -1.173 0.110 -2.047 -0.36 -0.05 0.10
S -0.747 0.287 2.497 0.37 -1.01 -0.71
H -0.434 -0.256 1.227 -0.30 0.28 1.70
H -0.529 -0.832 3.288 -0.07 0.73 -1.03
```
Forces are in eV/Å.

Output
Lowest unoccupied orbital energy in eV: -1.8967
Frontier orbital gap in eV: 7.779
Energy relative to the best compared isomer or geometry (same formula, charge and spin) in eV: 0.6146
Structure (SMILES): S=PBr.S
HOMO in Ha: -0.3556

Partial atomic charges computed with the natural (NBO) method, in multiples of e: -0.34, 0.56, -0.22, -0.32, 0.16, 0.16


Record 2
Computed, not measured: the molecule C4H5ClN2, with ωB97M-V/def2-TZVPD.

The geometry in XYZ format:
```
12
Properties=species:S:1:pos:R:3:forces:R:3
C -2.791 -0.778 0.004 0.70 0.68 0.28
C -1.417 -0.155 -0.031 -0.72 0.61 0.37
N -0.312 -0.853 0.027 -0.05 -0.58 -0.36
C 0.685 0.043 0.029 0.97 1.18 0.01
Cl 2.376 -0.376 -0.012 -0.57 -0.08 0.12
C 0.224 1.337 0.013 0.32 -0.73 0.15
N -1.137 1.192 -0.031 -0.50 -0.50 0.08
H -2.640 -1.782 -0.314 -0.08 -0.88 -0.16
H -3.232 -0.776 0.997 0.15 -0.03 0.26
H -3.515 -0.319 -0.642 -0.16 0.41 -0.51
H 0.740 2.275 0.108 -0.07 0.04 -0.19
H -1.808 1.942 -0.008 0.01 -0.12 -0.04
```
Forces are in eV/Å.

Output
Lowest unoccupied orbital energy in eV: 0.7522
Frontier orbital gap in eV: 9.298
Energy relative to the best compared isomer or geometry (same formula, charge and spin) in eV: 0.0607
Structure (SMILES): Cc1nc(Cl)c[nH]1
HOMO in Ha: -0.3141

natural (NBO) population analysis, charges in e, atoms 1 to 6: -0.65, 0.36, -0.47, 0.08, 0.00, -0.14


Record 3
Computed, not measured: a cluster of 2 separate species, C2H8N in total, with ωB97M-V/def2-TZVPD.

The geometry in XYZ format:
```
11
Properties=species:S:1:pos:R:3:forces:R:3
N 2.050 -0.550 1.680 -0.07 -0.15 0.13
H 2.002 -1.577 1.729 0.16 0.17 -0.40
H 3.024 -0.231 1.716 -0.09 -0.12 0.12
H 1.621 -0.184 0.820 -0.10 -0.22 0.17
H 1.537 -0.224 2.503 0.04 0.35 -0.08
C -1.131 0.320 -0.564 0.52 0.41 0.36
C -1.682 0.438 -1.757 -0.74 -0.50 -0.54
H -1.240 1.051 0.230 -0.16 0.23 -0.19
H -0.458 -0.493 -0.302 -0.27 -0.38 -0.24
H -2.339 1.229 -2.095 0.10 0.38 0.57
H -1.671 -0.346 -2.505 0.61 -0.17 0.09
```
Forces are in eV/Å.

Output
Lowest unoccupied orbital energy in eV: -4.6276
Frontier orbital gap in eV: 8.889
Energy relative to the best compared isomer or geometry (same formula, charge and spin) in eV: 1.4138
HOMO in Ha: -0.4967
Total charge: +1

natural (NBO) population analysis, charges in e, atoms 1 to 6: -0.86, 0.46, 0.46, 0.47, 0.46, -0.43


Record 4
Computed, not measured: a structure of composition C8H14BeN3S, with ωB97M-V/def2-TZVPD.

The geometry in XYZ format:
```
27
Properties=species:S:1:pos:R:3:forces:R:3
C 4.527 1.651 -0.156 -0.07 0.24 -0.01
Be 0.776 -0.751 -0.809 2.23 0.95 0.60
N 0.817 -1.388 -2.346 0.11 -0.38 -0.40
H 3.510 1.908 0.163 0.35 -0.15 -0.09
H 2.251 0.121 -0.361 -1.87 -1.19 -0.44
H 5.242 1.920 0.626 0.00 0.03 -0.12
H 4.757 2.189 -1.083 0.03 -0.07 0.20
H 4.563 0.578 -0.344 -0.06 0.12 0.05
H 0.315 -0.693 -2.917 -0.23 0.03 -0.47
H 0.293 -2.267 -2.371 0.12 0.32 -0.06
H 1.741 -1.549 -2.758 -0.08 -0.01 0.12
N -0.580 1.368 -2.253 -0.42 0.22 0.10
C -1.202 0.910 -1.087 1.09 -0.01 -0.05
N -0.630 -0.105 -0.409 -0.31 -0.65 0.83
C -1.356 -0.442 0.745 0.91 0.31 -1.37
C -0.965 -1.393 1.685 -0.55 -0.02 0.88
C -1.845 -1.648 2.747 0.18 0.50 -0.53
C -3.063 -0.946 2.846 -0.04 -0.02 -0.08
C -3.427 0.008 1.883 0.17 -0.01 -0.06
C -2.555 0.250 0.828 -0.60 0.40 0.52
S -2.744 1.381 -0.553 -1.13 -0.45 0.58
H -1.123 2.105 -2.701 0.39 -0.25 0.11
H 0.381 1.675 -2.066 -0.07 0.02 -0.01
H 0.001 -1.903 1.578 -0.48 0.12 -0.02
H -1.586 -2.393 3.500 -0.05 0.20 -0.17
H -3.732 -1.149 3.686 0.15 0.04 -0.30
H -4.365 0.565 1.927 0.21 -0.28 0.19
```
Forces are in eV/Å.

Output
Lowest unoccupied orbital energy (spin up / spin down) in eV: 2.7829 / 2.7830
Frontier orbital gap (spin up / spin down) in eV: 2.733 / 2.734
Energy relative to the best compared isomer or geometry (same formula, charge and spin) in eV: 0.0000
HOMO (spin up / spin down) in Ha: 0.0018 / 0.0018
Total charge: -1

natural (NBO) population analysis, charges in e, atoms 1 to 6: -0.85, 0.79, -1.41, 0.23, -0.70, 0.19


Number 1: calculated total energy -3712.9460 Ha. Number 2: calculated total energy -725.1334 Ha. Number 3: calculated total energy -135.4489 Ha. Number 4: calculated total energy -890.3888 Ha.